1.
DFT (ωB97M-V/def2-TZVPD) results for a structure of composition C18H25F22LiO4PSSi2.

Summary:
HOMO	-9.61	eV
charge	+1
E	-4524.79161	a.u.
frontier orbital gap	5.53	eV

Each line ends with the Löwdin charge.
Cartesian coordinates (Å):
H  -0.9386  2.8104  -1.0827  0.090
H  6.6642  0.9202  0.1327  0.068
C  5.6461  -0.9758  0.2585  -0.249
Si  1.7496  1.5271  -1.5075  0.541
F  -3.5749  -0.0478  -1.8665  0.142
F  -3.1262  -4.1731  -1.4242  0.186
H  -1.1142  1.5051  -2.8424  0.124
C  5.9120  0.3876  -0.4731  -0.280
S  -4.3613  3.3875  3.2140  0.823
C  -1.4380  2.7765  1.0648  -0.176
C  -3.1882  -1.3381  -1.7324  -0.324
F  -5.0967  -2.1342  -2.9189  0.206
H  0.5063  0.9997  0.5748  0.090
F  -5.1914  4.7169  3.3039  -0.080
H  7.3340  -1.8669  -0.7485  0.120
O  3.3394  0.1343  2.4835  -0.354
H  0.9922  0.8524  -3.8104  0.091
C  0.7989  0.5011  -2.7858  -0.213
C  -4.3429  -3.6582  -1.2459  -0.339
H  7.6305  -4.6381  1.2446  0.087
C  -2.1121  -1.7032  -2.8204  -0.351
C  0.7788  1.9389  0.0630  -0.260
H  -1.5682  0.7061  0.5214  0.111
H  -2.8333  1.7008  -0.1561  0.135
C  -0.7425  0.5000  -2.5988  -0.128
F  -4.1912  -3.0490  1.0932  0.185
C  -3.2687  1.0079  1.8170  -0.389
C  -4.7594  -3.8900  0.2451  -0.574
Si  4.3153  1.4094  -0.2638  0.414
F  -2.6036  -1.4060  -0.5260  0.151
F  -2.5276  -2.6134  -3.7022  0.180
H  7.2517  -4.8401  -0.4874  0.091
C  -3.4176  1.7636  3.1755  -0.461
C  -1.5052  -0.4708  -3.5528  -0.433
F  -2.3936  0.1626  -4.3372  0.137
F  -5.1819  -4.4026  -1.9838  0.174
H  -0.9819  0.1833  -1.5754  0.091
F  -4.3148  -5.1028  0.5726  0.187
F  -4.4108  3.5201  1.6351  -0.112
F  -0.5777  -1.0034  -4.4004  0.104
H  4.4490  2.7429  -0.8890  -0.010
H  2.3353  2.7027  -2.1681  0.009
H  6.2072  0.2678  -1.5236  0.077
H  4.5595  -1.1802  0.2545  0.087
Li  -6.2049  0.8273  2.2778  0.863
O  6.3306  -3.2634  0.4648  -0.198
C  7.4708  -4.0987  0.3006  -0.108
H  1.1672  -0.5353  -2.7117  0.091
H  5.9258  -0.8979  1.3211  0.098
C  -0.4112  2.9175  -0.1219  -0.230
H  5.8511  1.1160  2.9288  0.045
C  -2.2673  1.5118  0.7716  -0.078
P  3.9590  1.6077  1.9625  0.707
H  -1.9931  3.7210  1.0821  0.103
F  -2.2957  1.9051  3.8102  0.207
F  -3.0491  4.2263  3.3585  -0.084
F  -6.0645  -3.9405  0.3903  0.204
F  -5.3494  -1.5708  -0.8793  0.120
F  -4.4973  3.2503  4.7897  -0.101
C  6.3175  -2.1729  -0.4477  -0.235
H  1.4920  2.4464  0.7408  0.043
O  3.0589  0.5536  -1.0109  -0.381
H  8.3936  -3.5430  0.0749  0.085
C  -4.4880  -2.1846  -1.7537  -0.337
O  5.4252  1.9590  2.6924  -0.342
H  5.6947  -2.4392  -1.3181  0.133
F  -2.8353  -0.2205  2.1842  0.132
F  -4.1319  0.9187  3.9706  0.095
H  -0.0707  3.9633  -0.0888  0.119
H  4.0672  -0.4106  2.8300  0.043
F  -1.0732  -2.2667  -2.1599  0.147
F  -4.5146  0.7288  1.2251  0.012
H  -0.8062  2.7091  1.9624  0.124
F  -5.8085  2.5511  3.1228  -0.245

=====

2.
DFT (ωB97M-V/def2-TZVPD) results for a cluster of 3 separate species, C18H25F3OSi in total.

Summary:
ΔE to the lowest compared entry with this formula, charge and spin	0.0	kJ/mol
HOMO	-9.39	eV
E	-1365.22079	a.u.
SMILES	CCCCO[SiH2][C@@H](C)F.Fc1ccccc1.Fc1ccccc1
frontier orbital gap	10.20	eV

Each line ends with the Löwdin charge.
Cartesian coordinates (Å):
F  -4.7629  -2.7067  -0.9311  -0.096
H  2.0069  -2.6385  2.8330  0.108
C  3.6010  0.1131  0.7070  -0.296
H  4.0941  -1.4014  -0.7156  0.125
H  3.0158  1.4944  2.2256  0.116
H  1.8541  6.2564  1.3026  0.101
C  2.4595  -1.8604  2.2333  -0.108
H  -1.9988  -0.3314  -2.3319  -0.007
H  1.9759  -0.2916  3.6166  0.108
C  2.4462  -0.5444  2.6754  -0.072
F  4.1442  1.0921  -0.0518  0.052
H  2.9670  4.2686  0.3253  0.108
H  -4.5357  0.6147  -1.0753  0.078
H  -0.8837  -1.2162  -0.0753  0.090
C  -5.0379  -0.3444  -1.2201  -0.107
C  3.0252  0.4597  1.9118  -0.015
H  0.6758  -1.5408  0.6343  0.073
H  0.4615  -0.7616  -2.3113  0.068
C  -0.7766  4.1159  1.3035  -0.015
C  0.0556  -3.0166  -0.8180  -0.182
H  -3.5420  -1.3429  -0.0528  0.102
C  1.9211  4.2295  0.6014  -0.075
C  0.1282  -1.5674  -0.3121  -0.240
H  0.5567  0.4388  -1.0141  0.051
H  1.8696  -0.7151  -1.2598  0.049
H  -3.4817  -1.6310  -3.7238  -0.011
H  -2.0190  -3.2739  -0.2955  0.111
H  1.6605  2.1765  -0.0327  0.094
C  -1.3457  -3.5032  -1.1319  -0.255
H  -5.4796  -0.3557  -2.2186  0.070
Si  -2.7886  -1.5843  -2.4225  0.627
H  -5.8448  -0.4162  -0.4891  0.080
F  -0.7838  1.8606  0.6091  0.048
C  -0.0485  5.2840  1.4903  -0.084
C  1.2958  5.3432  1.1472  -0.094
C  -0.1226  3.0290  0.7633  -0.279
H  -1.3583  -4.5865  -1.2646  0.120
C  3.0517  -2.1753  1.0174  -0.095
C  1.2064  3.0585  0.3967  -0.024
O  -1.8683  -2.9361  -2.3334  -0.274
H  3.0635  -3.1999  0.6687  0.111
C  0.7838  -0.5930  -1.2817  -0.098
C  3.6312  -1.1841  0.2372  -0.037
H  -1.8204  4.0401  1.5750  0.117
C  -4.0499  -1.4788  -1.0151  -0.471
H  0.6578  -3.1194  -1.7263  0.119
H  -0.5377  6.1512  1.9143  0.104
H  0.4774  -3.7098  -0.0845  0.107

=====

3.
DFT (ωB97M-V/def2-TZVPD) results for a structure of composition C18H25GeIrN3O2.

Summary:
HOMO (spin up / spin down)	-11.43 / -11.39	eV
charge	+1
E	-3196.58917	a.u.
frontier orbital gap (spin up / spin down)	6.99 / 7.12	eV

Each line ends with the Löwdin charge.
Cartesian coordinates (Å):
N  1.5853  2.1132  -0.7149  0.116
Ge  -3.0794  -0.6109  -0.8917  0.721
C  0.9547  3.5545  3.9552  -0.064
H  0.0214  -1.4501  -3.1148  0.093
C  3.0426  -3.0943  1.5641  -0.122
C  2.0286  1.0680  -4.2064  -0.064
H  0.9834  -3.5859  2.2882  0.126
C  0.7549  0.1584  -1.8917  -0.246
C  1.7654  3.4252  1.6927  -0.015
H  -4.4339  -2.7639  -0.8148  0.027
O  0.7066  -2.7222  1.8695  0.143
H  2.3908  3.7858  0.8882  0.111
H  -0.5149  2.0949  4.5149  0.111
H  3.7438  -2.4805  2.1303  0.146
H  -1.1846  -2.2430  -1.3967  -0.005
H  2.7426  2.6981  -2.9781  0.121
H  -4.4422  -1.9677  0.7713  0.024
C  -4.4975  -1.8024  -0.3050  -0.214
N  2.6765  -4.3112  2.2697  0.027
H  -2.4738  0.4157  -3.1533  0.017
C  2.1523  1.7918  -3.0318  -0.008
H  -5.4655  -1.3542  -0.5355  0.030
H  -4.0859  1.5699  -0.1159  0.027
H  3.1729  -4.4193  3.1428  0.104
H  -3.2392  0.7980  1.2266  0.021
H  0.9658  4.0312  4.9265  0.112
C  0.6172  -0.5493  -3.0738  -0.090
Ir  0.0822  -0.2803  -0.0967  1.313
C  0.9487  2.3247  1.4816  -0.239
N  0.9159  1.6331  0.2126  -0.119
H  -3.2233  -1.1804  -3.3558  0.027
H  -0.5471  1.0221  2.2921  0.088
H  3.4942  -3.2733  0.5886  0.145
H  2.4043  4.8929  3.1084  0.113
H  -2.3270  1.6879  -0.0123  0.001
C  1.5010  1.3414  -1.8935  -0.276
C  0.1257  1.8511  2.4839  -0.047
C  1.2536  -0.0843  -4.2233  -0.059
O  1.8400  -1.2047  0.7113  -0.035
C  0.1296  2.4643  3.7291  -0.065
H  -1.5166  -2.1713  0.3638  -0.003
C  -3.1802  1.0284  0.1612  -0.239
C  1.8013  -2.2582  1.3424  -0.479
H  1.1404  -0.6363  -5.1478  0.113
C  -1.3686  -1.5772  -0.5511  -0.461
C  1.7663  4.0368  2.9343  -0.057
H  2.8264  -5.1430  1.7159  0.104
C  -3.2569  -0.2498  -2.7882  -0.215
H  -4.2233  0.2235  -2.9657  0.028
H  2.5255  1.4028  -5.1061  0.112